Entry 1:
Here is C46H60O5W as an isolated structure from the OMol25 dataset. Energies are from the ωB97M-V functional and the def2-TZVPD basis.

- energy relative to the best compared isomer or geometry (same formula, charge and spin) (kcal/mol) = 0.0
- total charge = +4
- calculated total energy (eV) = -60699.0273
- orbital gap (eV) = 5.2
- HOMO level (eV) = -18.85

Last column: Mulliken charge in e.
Positions of all 112 atoms, in Å:
H  0.07  -0.61  6.99  0.363
H  -4.01  7.11  0.23  0.483
H  0.84  -1.95  7.81  0.482
O  2.05  -0.64  1.11  -0.551
H  2.86  -6.43  -1.55  0.402
C  1.53  -3.92  0.41  -0.384
H  -4.35  5.13  2.47  0.430
H  -3.78  4.80  -1.82  0.361
C  -0.74  -3.16  1.22  -1.242
H  -3.61  2.64  -5.92  0.486
H  3.25  1.24  -2.44  0.384
C  -0.50  3.11  -0.30  0.057
C  -0.48  -2.12  2.28  -0.521
H  -5.23  3.88  1.55  0.414
H  2.98  -6.28  1.01  0.434
C  0.21  -2.48  3.42  -0.286
H  2.21  -1.58  1.34  0.134
W  0.29  -0.14  -0.01  2.805
H  -2.50  6.57  -0.49  0.337
C  -1.22  1.58  3.14  -1.671
C  2.45  -3.10  -1.70  -0.785
H  0.49  -3.52  3.56  0.748
O  -0.73  -1.45  -1.04  -0.920
H  3.53  1.26  -0.67  0.309
H  -0.77  3.86  -5.74  0.338
C  1.37  -2.30  -1.89  -0.646
H  5.11  -3.19  0.31  0.347
H  -0.60  2.22  3.78  0.659
C  3.76  -5.81  -1.58  -1.510
C  -2.48  3.16  1.66  -0.049
C  0.09  -0.22  4.26  -0.840
C  -1.64  1.82  -5.62  1.672
H  -3.32  0.60  0.57  0.249
H  -0.81  -4.14  1.69  0.883
C  0.42  -3.14  0.26  -0.070
C  3.18  0.68  -1.51  -0.806
H  -2.51  1.05  -7.42  0.432
C  0.33  -1.66  6.90  -1.535
C  2.53  -1.08  5.81  -1.460
H  -2.45  -0.14  -6.14  0.426
H  3.05  -1.35  6.72  0.473
C  -4.78  4.87  1.50  -2.089
H  2.22  -0.09  1.89  0.358
C  -0.81  1.42  -4.44  0.349
H  -3.40  -0.86  1.62  0.326
H  -2.18  1.52  3.65  0.627
H  -3.08  -1.04  -0.14  0.290
C  1.65  -3.43  5.71  -1.982
H  -2.66  6.65  1.27  0.396
H  4.73  -6.17  0.97  0.450
C  3.79  -4.80  -0.40  1.388
H  2.18  -3.64  6.64  0.430
C  0.30  2.08  -2.38  -0.281
H  5.93  -4.58  -0.41  0.466
O  0.63  1.40  1.03  -1.160
H  3.21  -1.27  4.97  0.322
C  -0.46  2.38  -3.47  -0.768
H  -1.61  4.65  -1.25  0.645
H  0.78  -4.09  5.68  0.443
C  -3.75  4.98  0.37  1.678
C  -3.18  6.41  0.34  -1.585
H  -1.67  -2.98  0.68  0.199
C  -0.62  0.20  3.17  0.013
H  3.20  -3.18  -2.48  0.766
H  -3.53  1.57  -4.53  0.346
H  0.67  4.09  -1.79  1.001
C  -0.92  2.97  -6.36  -1.504
C  2.58  -3.92  -0.54  0.302
O  1.74  0.40  -1.29  0.025
H  1.57  2.92  -0.84  0.187
H  -5.59  5.58  1.31  0.436
C  -0.35  0.09  -4.27  -0.657
H  0.44  -2.31  -3.76  0.778
C  5.06  -3.93  -0.50  -1.443
C  -0.45  2.24  0.80  0.618
H  3.69  -0.28  -1.58  0.254
C  -3.00  2.34  -5.07  -1.501
C  -1.58  3.96  -0.41  -0.569
H  3.82  -4.91  1.79  0.455
H  -4.86  3.66  -0.99  0.320
H  1.58  -4.62  1.24  0.662
H  -0.58  -0.64  -5.03  0.803
H  4.62  -6.47  -1.47  0.478
H  -5.28  5.37  -1.11  0.487
C  0.61  3.11  -1.33  -1.387
C  3.81  -5.58  0.92  -2.021
C  1.10  -1.63  -3.21  -1.434
C  -4.45  4.67  -0.97  -1.482
H  -2.88  3.22  -4.43  0.402
H  -1.53  3.27  -7.21  0.469
C  0.52  -1.55  4.43  0.109
C  -1.90  0.68  -6.60  -2.085
C  0.69  0.70  -2.20  0.129
O  -1.50  -0.29  1.00  -0.325
H  5.14  -3.41  -1.46  0.372
H  0.05  2.65  -6.74  0.402
H  -0.78  3.41  -3.60  0.614
C  0.45  -0.27  -3.22  0.463
C  1.25  -1.95  5.69  1.568
H  -0.60  -2.24  6.83  0.387
H  0.28  0.50  5.05  0.731
H  -0.98  0.29  -7.04  0.461
C  -2.96  -0.41  0.74  -0.745
C  -1.41  2.31  1.83  -0.362
C  -0.83  -0.76  2.13  0.434
H  3.83  -5.32  -2.55  0.366
H  2.02  -1.59  -3.80  0.559
C  -2.60  4.01  0.54  -0.003
H  -3.23  3.21  2.44  0.700
H  2.32  -3.68  4.89  0.395
H  2.31  -0.02  5.86  0.358
C  0.39  -2.19  -0.83  1.335

Entry 2:
Here is C46H61N6O3PS2V as an isolated structure at a distorted geometry from the OMol25 dataset. Energies are from the ωB97M-V functional and the def2-TZVPD basis.

- energy relative to the best compared isomer or geometry (same formula, charge and spin) (kcal/mol) = 93.6
- total charge = +1
- calculated total energy (eV) = -120420.5209
- spin multiplicity = 3
- orbital gap (alpha / beta) (eV) = 6.1 / 5.6
- HOMO level (alpha / beta) (eV) = -9.45 / -9.45
- <S²> = 2.044

Last column: Löwdin spin population.
Positions of all 120 atoms, in Å:
C  -2.81  -2.43  -2.64  0.000
O  -0.49  1.20  -1.23  0.005
H  2.51  4.04  -4.19  0.000
N  -0.25  2.60  1.82  -0.048
H  -2.45  1.70  -3.27  0.000
H  0.37  2.13  7.57  0.000
H  -2.45  -1.80  -6.04  0.000
C  1.93  -2.25  -0.76  0.001
H  6.60  -1.49  3.46  0.000
C  2.73  -1.74  3.79  0.001
C  0.96  -2.08  6.36  0.000
C  -0.41  -2.53  0.56  0.003
C  0.18  2.43  3.93  -0.007
H  2.69  0.27  -6.25  0.000
H  1.98  -0.27  5.82  0.000
C  -1.02  -1.24  -4.53  0.000
H  1.66  -0.19  -0.33  0.000
C  2.79  2.24  -5.36  0.000
C  -0.99  -4.02  5.82  0.000
C  -0.22  2.26  6.67  -0.002
H  -0.48  3.99  -3.61  0.000
N  0.11  -1.30  0.48  0.005
H  3.83  2.11  -5.06  0.000
O  1.34  0.45  2.00  0.015
P  -0.36  0.91  -2.70  0.000
H  -2.16  -0.89  -1.26  0.000
H  -3.09  -0.63  1.18  0.002
H  1.45  2.92  -2.22  0.000
H  0.14  -1.24  9.01  0.000
H  -0.45  1.85  -5.54  0.000
H  -1.37  -2.61  1.06  0.000
H  -5.27  2.53  -0.71  0.000
C  2.07  0.12  -4.20  0.000
H  -0.21  -1.41  -2.53  0.000
H  1.75  0.41  -2.12  0.000
C  -2.61  4.28  -3.52  0.000
C  1.42  -3.55  -0.60  0.001
V  -0.25  0.77  1.51  1.771
C  1.46  0.92  -3.04  0.000
C  3.31  -0.83  2.86  -0.001
H  3.05  2.29  -2.57  0.000
H  -1.03  2.96  6.86  0.000
C  -4.31  0.83  0.19  0.020
H  -5.16  0.17  0.08  0.001
C  -0.27  -3.46  4.79  0.000
H  -0.45  -2.16  -4.66  0.000
H  1.12  1.00  -5.93  0.000
S  -0.84  0.99  3.82  -0.028
C  2.03  2.35  -2.95  0.000
H  1.53  -2.32  9.10  0.000
H  1.55  -0.83  -4.32  0.000
N  -2.08  1.15  0.96  0.022
H  5.12  -0.10  2.04  0.000
H  -3.56  4.75  -5.42  0.000
H  1.62  -0.42  7.55  0.000
H  3.10  -0.11  -3.90  0.000
C  -3.10  -2.61  -4.15  0.000
H  -0.57  -0.49  -5.18  0.000
H  1.74  -5.55  -0.90  0.000
H  -2.37  3.11  -6.78  0.000
C  -1.47  2.06  -3.62  0.000
H  2.86  -2.08  -1.29  0.000
H  -3.04  -0.29  -2.65  0.000
C  5.53  -1.56  3.55  0.000
C  0.19  -3.66  0.06  0.000
C  4.95  -2.44  4.46  0.001
H  -1.20  4.05  -5.87  0.000
H  2.78  2.77  -6.31  0.000
C  1.26  -1.19  -0.21  0.002
N  0.38  3.16  2.88  -0.006
H  -3.05  -0.59  -4.91  0.000
C  -1.34  3.51  -3.14  0.000
N  1.38  -1.94  3.93  0.000
C  0.47  -2.26  8.84  0.000
H  -0.28  -4.62  0.18  0.000
C  -0.73  -3.63  7.13  0.000
C  1.93  -0.97  6.66  0.000
S  0.89  2.97  5.42  -0.004
H  -1.09  4.35  1.05  0.006
C  0.72  -2.50  5.05  0.000
C  -4.37  2.15  -0.25  0.014
C  -2.14  2.45  0.56  0.014
H  -0.08  -2.92  9.51  0.000
C  2.64  0.16  1.96  0.009
N  2.07  -4.63  -1.10  0.001
O  3.31  0.75  1.13  0.024
H  -4.18  -2.61  -4.33  0.000
H  -1.29  -4.07  7.94  0.000
C  -1.46  2.00  -5.16  0.000
H  -2.06  -3.15  -2.32  0.000
H  -2.40  5.35  -3.48  0.000
H  1.02  3.22  -4.65  0.000
H  -0.43  -3.77  3.77  0.000
C  2.13  0.87  -5.53  0.000
C  -2.45  -1.51  -4.99  0.000
C  -2.00  3.31  -5.77  0.000
C  -3.27  2.97  -0.05  0.021
C  0.24  -2.67  7.41  0.000
H  0.79  -1.71  3.17  0.001
C  -0.96  -0.80  -3.04  0.000
H  3.14  -3.26  5.24  0.000
H  -3.92  3.14  -4.83  0.000
H  -3.71  -2.63  -2.05  0.000
H  -1.18  3.52  -2.06  0.000
C  -1.06  3.27  1.06  0.134
H  2.97  -4.52  -1.53  0.000
C  2.04  3.06  -4.30  0.000
H  -2.73  -3.58  -4.48  0.000
C  -3.13  3.88  -4.92  0.000
C  3.59  -2.54  4.57  0.000
H  -2.06  1.17  -5.50  0.000
C  -3.16  0.38  0.79  0.019
H  -3.40  4.08  -2.79  0.000
H  2.94  -1.34  6.85  0.000
H  -0.60  1.31  6.32  -0.001
H  5.58  -3.06  5.09  0.000
C  -2.29  -1.03  -2.33  0.000
H  -1.76  -4.76  5.62  0.000
H  -3.28  4.01  -0.33  0.000
C  4.70  -0.79  2.76  0.000

Q: The lowest calculated total energy belongs to which entry?
A: C46H61N6O3PS2V